This record from OMol25 describes 2 unconnected molecules or ions with the total composition C4H12S2 in a non-equilibrium geometry. The level of theory is ωB97M-V with the def2-TZVPD basis set.

XYZ file:
```
18
C4H12S2 (ωB97M-V with the def2-TZVPD basis set)
C -0.656 0.198 2.321
C -1.363 1.238 1.488
S -0.375 2.549 0.659
H -0.830 -0.825 1.998
H -0.879 0.277 3.385
H 0.418 0.394 2.254
H -1.925 0.818 0.648
H -2.179 1.754 1.998
H 0.627 2.524 1.538
C -0.212 -1.195 -2.673
C 0.595 -0.780 -1.423
S 1.229 -2.243 -0.563
H -1.176 -1.594 -2.352
H 0.242 -1.988 -3.266
H -0.339 -0.334 -3.333
H 1.408 -0.151 -1.782
H -0.019 -0.184 -0.756
H 0.104 -2.453 0.171
```

The max |F| is 1.94 eV Å⁻¹. The calculation puts the energy relative to the best compared isomer or geometry (same formula, charge and spin) at 0.531 eV. As for the LUMO energy: 0.8018 eV. The frontier orbital gap comes out at 0.3593 Ha. Its HOMO energy is -8.98 eV.

Atom charges from the Mulliken analysis, given in e for atoms 1 to 4: C -0.8030; C -0.5577; S -0.2225; H 0.1526